C28H31BMoN5OS | the ωB97M-V functional and the def2-TZVPD basis

* Kohn-Sham gap: 4.626 eV
* HOMO energy: -16.3 eV
* total charge: +3
* electronic energy: -52377.405 eV
* M: 592.409 g mol⁻¹
* largest force on an atom: 0.0514 Eh/bohr

Last column: Löwdin charge in e.
Element x y z (Å)
Mo1 -0.11 -0.05 -1.07  1.794
B1 1.34 -1.37 -2.51  -0.373
N1 0.20 -2.36 -2.09  -0.063
C1 -0.05 -3.64 -2.34  0.030
C2 -1.43 -3.86 -2.18  0.034
C3 -1.98 -2.64 -1.86  -0.050
N2 -0.99 -1.72 -1.79  -0.145
N3 2.32 -0.89 -1.40  -0.058
C4 3.64 -0.97 -1.23  0.033
C5 4.05 0.09 -0.40  0.036
C6 2.92 0.82 -0.12  -0.033
N4 1.85 0.22 -0.71  -0.143
H1 1.87 -1.63 -3.54  0.121
H2 0.67 -0.30 -2.76  0.079
H3 0.73 -4.32 -2.63  0.164
H4 -1.95 -4.79 -2.32  0.138
H5 -3.00 -2.37 -1.68  0.134
H6 4.21 -1.74 -1.71  0.164
H7 5.05 0.30 -0.07  0.139
H8 2.80 1.71 0.47  0.137
O1 -0.57 -0.33 0.79  -0.680
S1 -1.49 -0.21 2.11  1.187
C7 -3.08 -0.97 1.64  -0.250
C8 -3.63 -1.77 2.78  -0.304
C9 -3.04 -2.96 3.19  -0.048
C10 -3.59 -3.67 4.24  -0.042
C11 -4.73 -3.20 4.88  -0.034
C12 -5.32 -2.01 4.47  -0.035
C13 -4.76 -1.29 3.43  -0.029
C14 -1.81 1.60 2.23  -0.243
C15 -3.11 1.92 2.91  -0.310
C16 -3.19 1.87 4.29  -0.026
C17 -4.39 2.16 4.93  -0.034
C18 -5.51 2.50 4.18  -0.038
C19 -5.43 2.57 2.79  -0.049
C20 -4.23 2.27 2.16  -0.063
H9 -2.80 -1.56 0.77  0.081
H10 -3.74 -0.15 1.36  0.087
H11 -2.15 -3.33 2.69  0.117
H12 -3.13 -4.60 4.56  0.121
H13 -5.16 -3.76 5.69  0.124
H14 -6.21 -1.65 4.97  0.122
H15 -5.22 -0.35 3.11  0.109
H16 -1.76 1.97 1.20  0.076
H17 -0.96 1.97 2.80  0.109
H18 -2.32 1.61 4.88  0.129
H19 -4.45 2.12 6.01  0.126
H20 -6.44 2.74 4.68  0.125
H21 -6.30 2.86 2.22  0.120
H22 -4.16 2.36 1.08  0.109
C21 -3.59 0.98 -2.40  -0.020
C22 -3.03 2.33 -2.12  -0.181
C23 -3.75 3.48 -2.33  0.008
C24 -3.19 4.73 -2.06  0.045
C25 -1.89 4.89 -1.57  0.012
C26 -1.10 3.78 -1.34  -0.175
C27 0.31 3.91 -0.84  -0.015
C28 -1.69 2.50 -1.62  -0.241
N5 -0.94 1.41 -1.44  -0.086
H23 -4.57 1.05 -2.87  0.103
H24 -3.70 0.40 -1.48  0.076
H25 -2.94 0.41 -3.08  0.087
H26 -4.76 3.42 -2.71  0.138
H27 -3.78 5.62 -2.24  0.140
H28 -1.49 5.88 -1.38  0.140
H29 0.49 4.91 -0.46  0.103
H30 1.02 3.73 -1.65  0.108
H31 0.52 3.20 -0.03  0.063